DFT (wB97M-V/def2-TZVPD) results for a cluster of 2 separate species, C2H5NO in total.

Computed properties:
* energy: -5691.5815 eV
* structure (SMILES): CN=C=O.[H][H]
* multiplicity: 1
* M: 59.07 g mol⁻¹
* ΔE to the lowest compared entry with this formula, charge and spin: 159.0 kJ/mol
* E_HOMO: -10.4 eV
* LUMO: 0.73 eV

Bonds (Å) are listed after each position.
Atoms and positions in Å:
1 C -1.26 -0.28 -0.05  N2 1.440, H5 1.094, H6 1.091, H7 1.094
2 N 0.04 0.35 0.04  C1 1.440, C3 1.204
3 C 0.45 1.47 0.19  N2 1.204, O4 1.175
4 O 0.97 2.52 0.33  C3 1.175
5 H -1.84 -0.09 0.85  C1 1.094
6 H -1.12 -1.36 -0.16  C1 1.091
7 H -1.81 0.10 -0.92  C1 1.094
8 H 2.65 -1.41 -0.19  H9 0.744
9 H 1.92 -1.31 -0.09  H8 0.744

---

DFT (wB97M-V/def2-TZVPD) results for a cluster of 2 separate species, C3H8N4O in total at a distorted geometry.

Computed properties:
* energy: -11245.0454 eV
* structure (SMILES): [H]/N=N/C=C.NC(N)=O
* multiplicity: 1
* M: 116.12 g mol⁻¹
* ΔE to the lowest compared entry with this formula, charge and spin: 441.7 kJ/mol
* E_HOMO: -7.6 eV
* LUMO: 0.45 eV

Bonds (Å) are listed after each position.
Atoms and positions in Å:
1 H -1.47 -2.49 -0.42  N2 1.032
2 N -0.78 -1.73 -0.54  H1 1.032, N3 1.221
3 N -1.30 -0.63 -0.45  N2 1.221, C4 1.460
4 C -1.66 0.78 -0.28  N3 1.460, C5 1.339, H6 1.083
5 C -1.63 1.33 0.94  C4 1.339, H7 1.080, H8 1.077
6 H -2.39 1.06 -1.02  C4 1.083
7 H -0.95 0.92 1.68  C5 1.080
8 H -2.15 2.26 1.11  C5 1.077
9 N 1.66 -0.48 -1.25  C10 1.380, H13 1.007, H14 1.015
10 C 1.36 0.27 -0.14  N9 1.380, N11 1.396, O12 1.257
11 N 1.50 -0.38 1.09  C10 1.396, H15 1.009, H16 1.010
12 O 1.39 1.53 -0.21  C10 1.257
13 H 1.64 0.04 -2.11  N9 1.007
14 H 1.15 -1.35 -1.31  N9 1.015
15 H 1.80 0.19 1.86  N11 1.009
16 H 1.85 -1.32 1.04  N11 1.010

---

DFT (wB97M-V/def2-TZVPD) results for the ion C3H8NO2S with charge +1 at a distorted geometry.

Computed properties:
* energy: -19651.7780 eV
* net charge: +1
* multiplicity: 1
* M: 122.17 g mol⁻¹
* ΔE to the lowest compared entry with this formula, charge and spin: 293.5 kJ/mol
* E_HOMO: -12.8 eV
* LUMO: -4.58 eV

Bonds (Å) are listed after each position.
Atoms and positions in Å:
1 C 0.47 -0.09 1.08  C2 1.560, N4 1.509, H8 1.128, H9 1.006
2 C 1.67 -0.31 0.11  C1 1.560, S7 1.832, H10 1.044, H11 1.059
3 C -1.04 -0.19 -1.03  N4 1.541, O5 1.357, O6 1.319
4 N -0.48 0.62 0.15  C1 1.509, C3 1.541, H12 1.020, H13 1.075
5 O -1.20 0.65 -2.08  C3 1.357, H14 0.949
6 O -1.99 -0.99 -0.58  C3 1.319, H15 0.991
7 S 1.13 -1.46 -1.21  C2 1.832
8 H -0.09 -0.87 1.68  C1 1.128
9 H 0.73 0.58 1.79  C1 1.006
10 H 1.95 0.64 -0.21  C2 1.044
11 H 2.49 -0.84 0.52  C2 1.059
12 H -1.35 0.97 0.56  N4 1.020
13 H 0.02 1.42 -0.36  N4 1.075
14 H -1.99 0.32 -2.50  O5 0.949
15 H -2.39 -1.53 -1.31  O6 0.991

---

Please write out number 3 again, unchanged.
DFT (wB97M-V/def2-TZVPD) results for the ion C3H8NO2S with charge +1 at a distorted geometry.

Computed properties:
* energy: -19651.7780 eV
* net charge: +1
* multiplicity: 1
* M: 122.17 g mol⁻¹
* ΔE to the lowest compared entry with this formula, charge and spin: 293.5 kJ/mol
* E_HOMO: -12.8 eV
* LUMO: -4.58 eV

Bonds (Å) are listed after each position.
Atoms and positions in Å:
1 C 0.47 -0.09 1.08  C2 1.560, N4 1.509, H8 1.128, H9 1.006
2 C 1.67 -0.31 0.11  C1 1.560, S7 1.832, H10 1.044, H11 1.059
3 C -1.04 -0.19 -1.03  N4 1.541, O5 1.357, O6 1.319
4 N -0.48 0.62 0.15  C1 1.509, C3 1.541, H12 1.020, H13 1.075
5 O -1.20 0.65 -2.08  C3 1.357, H14 0.949
6 O -1.99 -0.99 -0.58  C3 1.319, H15 0.991
7 S 1.13 -1.46 -1.21  C2 1.832
8 H -0.09 -0.87 1.68  C1 1.128
9 H 0.73 0.58 1.79  C1 1.006
10 H 1.95 0.64 -0.21  C2 1.044
11 H 2.49 -0.84 0.52  C2 1.059
12 H -1.35 0.97 0.56  N4 1.020
13 H 0.02 1.42 -0.36  N4 1.075
14 H -1.99 0.32 -2.50  O5 0.949
15 H -2.39 -1.53 -1.31  O6 0.991